Record 1
{
  "formula": "C5H6O",
  "method": "wB97M-V/def2-TZVPD",
  "symbols": ["C", "C", "C", "O", "C", "C", "H", "H", "H", "H", "H", "H"],
  "positions_angstrom": [[2.447, 0.685, -0.014], [1.481, -0.031, 0.041], [0.295, -0.908, 0.076], [-0.369, -0.971, -1.194], [-0.928, -0.365, 0.779], [-1.284, 0.896, 0.508], [3.301, 1.327, -0.061], [0.602, -1.911, 0.407], [-0.891, -0.117, -1.088], [-1.641, -1.141, 1.049], [-0.518, 1.632, 0.266], [-2.315, 1.225, 0.528]],
  "forces_ev_per_angstrom": [[-0.455, -0.301, 0.056], [0.373, 0.352, 0.045], [-0.137, 0.160, 0.204], [0.271, 0.539, -0.663], [-0.222, 0.486, 0.453], [0.009, 0.068, 1.091], [-0.165, -0.155, 0.005], [-0.270, 0.279, -0.221], [0.680, -1.618, -1.251], [-0.006, 0.252, 0.077], [-0.164, -0.130, -0.231], [0.083, 0.069, 0.435]],
  "largest_force_ev_per_a": 2.156,
  "smiles": "C#C[C@H](O)C=C",
  "homo_energy_ev": -9.80,
  "gap_ev": 10.79,
  "de_lowest_ev": 3.429
}

Record 2
{
  "formula": "C68H54Cl2FeN2O2P3Si",
  "method": "wB97M-V/def2-TZVPD",
  "symbols": ["Fe", "C", "C", "C", "C", "C", "C", "P", "C", "C", "C", "C", "C", "C", "C", "C", "C", "C", "C", "C", "Si", "C", "C", "C", "C", "C", "C", "P", "C", "C", "C", "C", "C", "C", "C", "C", "C", "C", "C", "C", "C", "C", "C", "C", "C", "C", "P", "C", "C", "C", "C", "C", "C", "C", "C", "C", "C", "C", "C", "H", "H", "H", "H", "H", "H", "H", "H", "H", "H", "H", "H", "H", "H", "H", "H", "H", "H", "H", "H", "H", "H", "H", "H", "H", "H", "H", "H", "H", "H", "H", "H", "H", "H", "H", "H", "H", "H", "H", "H", "H", "H", "C", "N", "C", "C", "C", "C", "C", "N", "C", "C", "C", "C", "C", "C", "H", "H", "H", "H", "H", "H", "H", "H", "H", "H", "H", "Cl", "C", "Cl", "C", "O", "O", "H"],
  "positions_angstrom": [[0.164, 0.465, -0.291], [0.736, 3.424, 5.426], [-0.111, 2.405, 5.010], [-0.328, 2.197, 3.660], [0.285, 2.997, 2.696], [1.129, 4.018, 3.122], [1.347, 4.230, 4.478], [-0.088, 2.604, 0.931], [0.834, 3.979, 0.162], [2.206, 3.784, 0.001], [2.993, 4.762, -0.579], [2.418, 5.956, -0.994], [1.059, 6.164, -0.818], [0.263, 5.177, -0.251], [-1.869, 3.032, 0.922], [-2.351, 4.132, 1.627], [-3.714, 4.350, 1.747], [-4.608, 3.445, 1.192], [-4.133, 2.356, 0.479], [-2.766, 2.149, 0.303], [-2.144, 0.714, -0.777], [-3.256, -0.750, -0.252], [-4.582, -0.922, -0.651], [-5.342, -1.967, -0.151], [-4.799, -2.824, 0.800], [-3.481, -2.678, 1.193], [-2.690, -1.684, 0.611], [-0.921, -1.440, 1.013], [-0.070, -3.031, 0.673], [1.288, -2.936, 0.365], [2.041, -4.065, 0.093], [1.440, -5.315, 0.100], [0.085, -5.419, 0.378], [-0.666, -4.290, 0.663], [-1.201, -1.498, 2.829], [-0.677, -2.450, 3.695], [-0.989, -2.412, 5.047], [-1.835, -1.435, 5.545], [-2.384, -0.494, 4.682], [-2.074, -0.529, 3.334], [-2.386, 0.463, -2.645], [-3.458, 0.991, -3.365], [-3.678, 0.620, -4.680], [-2.848, -0.314, -5.286], [-1.786, -0.854, -4.584], [-1.528, -0.443, -3.274], [-0.157, -1.183, -2.296], [-0.691, -2.943, -2.584], [-1.998, -3.279, -2.224], [-2.510, -4.540, -2.472], [-1.725, -5.502, -3.089], [-0.427, -5.183, -3.454], [0.089, -3.918, -3.203], [1.287, -1.184, -3.434], [1.293, -0.622, -4.704], [2.412, -0.733, -5.516], [3.543, -1.394, -5.067], [3.559, -1.932, -3.788], [2.442, -1.822, -2.978], [0.916, 3.591, 6.480], [-0.599, 1.770, 5.740], [-0.978, 1.396, 3.340], [1.616, 4.661, 2.401], [1.996, 5.037, 4.794], [2.649, 2.847, 0.321], [4.053, 4.589, -0.718], [3.028, 6.720, -1.459], [0.610, 7.091, -1.146], [-0.802, 5.344, -0.139], [-1.658, 4.817, 2.102], [-4.082, 5.211, 2.290], [-5.674, 3.589, 1.313], [-4.838, 1.652, 0.051], [-5.023, -0.230, -1.360], [-6.366, -2.102, -0.476], [-5.408, -3.603, 1.242], [-3.084, -3.315, 1.974], [1.749, -1.957, 0.336], [3.097, -3.974, -0.132], [2.021, -6.201, -0.120], [-0.394, -6.390, 0.368], [-1.722, -4.403, 0.853], [-0.044, -3.240, 3.311], [-0.571, -3.158, 5.712], [-2.082, -1.415, 6.598], [-3.059, 0.265, 5.057], [-2.526, 0.188, 2.654], [-4.110, 1.714, -2.890], [-4.511, 1.042, -5.230], [-3.035, -0.627, -6.306], [-1.160, -1.607, -5.048], [-2.638, -2.532, -1.775], [-3.532, -4.767, -2.191], [-2.125, -6.485, -3.300], [0.189, -5.919, -3.956], [1.096, -3.696, -3.523], [0.434, -0.078, -5.064], [2.402, -0.287, -6.503], [4.414, -1.481, -5.704], [4.445, -2.432, -3.419], [2.464, -2.227, -1.973], [1.803, 0.016, 2.653], [1.798, 0.128, 1.185], [2.961, 0.236, 0.626], [3.051, 0.638, -0.711], [4.172, 1.067, -1.446], [3.664, 1.669, -2.587], [2.267, 1.580, -2.493], [1.892, 0.944, -1.382], [2.943, -0.778, 3.249], [2.959, -2.169, 3.209], [4.014, -2.885, 3.753], [5.078, -2.215, 4.341], [5.077, -0.830, 4.383], [4.015, -0.117, 3.842], [0.851, -0.403, 2.959], [1.850, 1.026, 3.068], [3.878, 0.119, 1.203], [5.203, 0.949, -1.147], [4.213, 2.131, -3.392], [1.537, 1.925, -3.204], [2.142, -2.694, 2.738], [4.001, -3.968, 3.724], [5.905, -2.771, 4.765], [5.899, -0.294, 4.840], [4.019, 0.966, 3.885], [-0.894, 5.271, -3.991], [-0.309, 3.684, -3.498], [-0.431, 2.559, -4.879], [-1.180, 3.060, -2.376], [-2.354, 3.375, -2.318], [-0.561, 2.187, -1.650], [0.737, 3.764, -3.219]],
  "forces_ev_per_angstrom": [[0.038, -1.311, 0.526], [0.031, 0.062, -0.037], [-0.060, -0.063, 0.017], [-0.030, 0.159, -0.022], [-0.002, -0.327, 0.110], [-0.008, 0.015, -0.145], [0.030, 0.006, 0.109], [-0.236, 0.255, -0.144], [0.061, -0.170, -0.212], [-0.125, -0.068, 0.002], [0.054, 0.044, 0.018], [0.008, -0.005, 0.027], [-0.032, 0.008, -0.107], [-0.057, -0.033, 0.052], [-0.080, -0.053, -0.040], [-0.001, -0.012, -0.007], [-0.075, 0.004, 0.014], [-0.021, 0.035, 0.002], [0.059, -0.039, -0.053], [0.041, -0.069, -0.225], [0.394, 0.379, -0.477], [0.525, 0.066, 0.277], [-0.151, 0.026, -0.002], [-0.003, 0.085, -0.056], [0.074, -0.097, 0.075], [-0.025, -0.052, -0.063], [-0.104, 0.063, -0.041], [-0.415, 0.121, 0.094], [0.302, 0.209, -0.199], [-0.095, 0.098, 0.004], [0.046, -0.183, -0.033], [0.020, 0.079, 0.005], [-0.035, -0.090, 0.015], [-0.046, 0.076, 0.044], [0.033, 0.169, 0.158], [-0.006, 0.042, -0.204], [0.002, -0.058, 0.102], [0.004, -0.011, -0.022], [-0.065, -0.001, 0.041], [0.016, -0.220, -0.058], [-0.030, 0.035, 0.255], [-0.097, -0.053, -0.034], [-0.055, 0.000, 0.059], [0.038, -0.068, -0.077], [-0.058, 0.010, 0.044], [-0.067, 0.097, 0.114], [-0.143, 0.169, -0.909], [-0.082, -0.136, 0.430], [0.008, 0.045, -0.060], [-0.081, -0.017, 0.045], [0.066, -0.011, -0.026], [-0.048, -0.076, -0.012], [0.042, 0.085, 0.080], [0.107, 0.093, 0.227], [-0.020, -0.023, 0.035], [0.040, 0.046, -0.064], [0.010, -0.021, -0.003], [0.040, -0.024, 0.043], [-0.004, 0.186, 0.061], [-0.010, 0.002, 0.001], [0.010, -0.025, -0.024], [0.071, 0.103, 0.043], [0.005, 0.000, 0.009], [0.015, -0.016, -0.020], [0.052, 0.067, -0.071], [-0.013, -0.026, -0.003], [-0.005, 0.007, 0.011], [-0.044, 0.016, -0.011], [0.008, -0.016, -0.064], [0.011, -0.036, 0.046], [0.026, -0.003, 0.011], [0.006, 0.018, -0.009], [-0.042, 0.055, 0.006], [-0.016, -0.048, -0.026], [-0.001, 0.029, 0.005], [0.000, 0.002, -0.014], [0.015, -0.037, -0.026], [0.008, -0.093, -0.002], [-0.005, 0.047, 0.003], [-0.011, -0.006, -0.008], [-0.018, 0.014, -0.015], [-0.044, -0.010, -0.011], [0.082, 0.011, 0.013], [-0.007, 0.002, -0.007], [0.017, 0.012, 0.003], [-0.002, -0.010, -0.002], [-0.037, 0.017, 0.033], [0.000, 0.009, -0.053], [0.022, 0.025, -0.005], [0.006, -0.004, 0.005], [-0.040, -0.014, -0.011], [-0.017, -0.063, -0.039], [0.008, 0.026, -0.005], [0.001, -0.001, 0.015], [0.023, 0.012, 0.018], [0.001, -0.021, 0.016], [0.023, 0.019, 0.002], [-0.015, 0.000, 0.013], [-0.001, 0.014, 0.005], [-0.005, 0.015, 0.014], [0.029, -0.031, -0.008], [0.155, -0.039, 0.005], [0.599, -0.179, 0.070], [-0.167, 0.147, 0.329], [0.368, -0.058, -0.560], [-0.099, -0.175, 0.279], [-0.056, 0.079, -0.189], [-0.096, -0.121, -0.165], [-0.200, 0.288, 0.676], [-0.022, 0.120, 0.008], [0.026, 0.016, 0.026], [-0.028, 0.006, -0.018], [0.071, -0.015, 0.025], [0.002, 0.058, 0.019], [-0.009, -0.070, 0.039], [0.013, 0.003, 0.128], [-0.056, -0.076, -0.012], [0.014, -0.022, -0.034], [-0.001, 0.042, -0.025], [0.003, -0.029, -0.005], [0.033, -0.098, -0.020], [-0.066, -0.064, 0.017], [0.015, 0.008, -0.016], [-0.010, 0.001, 0.002], [0.015, -0.039, 0.001], [-0.045, 0.007, -0.017], [0.095, 0.123, 0.094], [-0.184, -0.089, 0.161], [0.109, -0.041, -0.096], [0.004, -0.038, 0.114], [0.171, 0.068, 0.205], [-0.443, 0.595, -0.658], [-0.050, 0.054, 0.025]],
  "largest_force_ev_per_a": 1.413,
  "homo_energy_ev": [-7.23, -7.18],
  "gap_ev": [7.10, 7.50],
  "de_lowest_ev": 1.039,
  "spin_multiplicity": 2,
  "s2": 1.17
}